(1)
DFT (ωB97M-V/def2-TZVPD) results for a structure of composition C54H42ClF3N4S3SbTi.

Net charge = +3
Kohn-Sham gap = 7.211 eV
Spin multiplicity = 1
Energy = -145446.5809 eV
F_max = 0.13 eV Å⁻¹

Each line ends with the Löwdin charge.
Element x y z (Å)
Ti -1.167 1.454 -0.396  0.37
N 0.483 1.082 -1.076  -0.38
S 1.826 0.413 -0.891  0.88
N 2.043 -0.435 0.455  -0.34
S 2.111 0.103 1.922  0.95
N 0.857 0.821 2.520  -0.35
S -0.653 0.290 2.462  0.87
N -1.336 0.462 1.123  -0.38
C -1.412 1.238 3.725  -0.33
C -0.669 1.812 4.750  -0.06
C -1.348 2.500 5.742  -0.03
C -2.734 2.597 5.701  -0.02
C -3.458 2.012 4.669  -0.03
C -2.800 1.321 3.666  -0.04
C -0.741 -1.399 2.951  -0.32
C -1.112 -2.342 2.003  -0.06
C -1.185 -3.672 2.389  -0.04
C -0.894 -4.031 3.699  -0.03
C -0.527 -3.069 4.635  -0.03
C -0.450 -1.737 4.269  -0.05
C 3.378 1.288 2.196  -0.34
C 3.087 2.540 2.722  -0.05
C 4.138 3.418 2.932  -0.03
C 5.437 3.042 2.616  -0.02
C 5.705 1.784 2.085  -0.03
C 4.673 0.889 1.873  -0.06
C 2.556 -1.330 2.839  -0.33
C 3.023 -1.109 4.133  -0.05
C 3.350 -2.208 4.907  -0.03
C 3.203 -3.491 4.390  -0.02
C 2.724 -3.687 3.101  -0.03
C 2.393 -2.601 2.306  -0.06
C 3.110 1.604 -1.077  -0.33
C 4.364 1.187 -1.513  -0.05
C 5.355 2.141 -1.668  -0.03
C 5.086 3.475 -1.385  -0.02
C 3.827 3.871 -0.951  -0.03
C 2.817 2.934 -0.801  -0.05
C 2.092 -0.806 -2.126  -0.34
C 1.676 -0.462 -3.409  -0.05
C 1.919 -1.355 -4.438  -0.03
C 2.565 -2.559 -4.180  -0.03
C 2.971 -2.883 -2.892  -0.03
C 2.744 -2.001 -1.846  -0.06
H 0.409 1.733 4.768  0.10
H -0.795 2.962 6.548  0.12
H -3.254 3.136 6.481  0.13
H -4.535 2.096 4.646  0.13
H -3.351 0.863 2.854  0.12
H -1.361 -2.033 0.997  0.09
H -1.491 -4.425 1.675  0.12
H -0.970 -5.067 4.000  0.13
H -0.321 -3.356 5.658  0.13
H -0.194 -0.979 4.999  0.12
H 2.071 2.819 2.962  0.11
H 3.942 4.397 3.349  0.13
H 6.251 3.731 2.792  0.13
H 6.721 1.498 1.849  0.13
H 4.872 -0.101 1.477  0.13
H 3.149 -0.106 4.520  0.13
H 3.731 -2.064 5.909  0.13
H 3.471 -4.345 4.997  0.13
H 2.614 -4.689 2.709  0.13
H 2.016 -2.737 1.303  0.10
H 4.559 0.149 -1.749  0.12
H 6.332 1.845 -2.025  0.13
H 5.862 4.217 -1.522  0.13
H 3.623 4.914 -0.751  0.13
H 1.822 3.233 -0.498  0.10
H 1.171 0.477 -3.596  0.12
H 1.606 -1.109 -5.443  0.13
H 2.752 -3.251 -4.990  0.13
H 3.473 -3.822 -2.702  0.13
H 3.070 -2.234 -0.843  0.10
Cl -1.553 3.577 -0.137  0.14
F -8.445 -1.392 -0.404  0.11
C -7.249 -0.997 -0.827  -0.26
C -6.393 -1.937 -1.375  0.02
C -5.144 -1.521 -1.808  -0.10
C -4.776 -0.184 -1.689  -0.40
C -5.657 0.745 -1.135  -0.12
C -6.908 0.340 -0.701  0.02
Sb -2.904 0.463 -2.358  1.55
C -3.276 1.778 -3.934  -0.40
C -4.496 1.721 -4.603  -0.10
C -4.740 2.568 -5.672  0.03
C -3.752 3.462 -6.044  -0.26
F -3.978 4.276 -7.068  0.11
C -2.533 3.544 -5.390  0.02
C -2.299 2.694 -4.323  -0.12
C -1.980 -1.227 -3.194  -0.39
C -1.320 -2.122 -2.354  -0.14
C -0.713 -3.255 -2.868  0.00
C -0.771 -3.462 -4.236  -0.28
F -0.164 -4.538 -4.739  0.10
C -1.424 -2.599 -5.095  0.02
C -2.036 -1.473 -4.563  -0.08
H -6.715 -2.966 -1.464  0.13
H -4.469 -2.245 -2.251  0.10
H -5.388 1.792 -1.051  0.11
H -7.620 1.035 -0.279  0.13
H -5.264 1.018 -4.302  0.11
H -5.675 2.546 -6.215  0.14
H -1.799 4.266 -5.720  0.13
H -1.350 2.754 -3.802  0.09
H -1.274 -1.938 -1.284  0.08
H -0.200 -3.972 -2.241  0.13
H -1.453 -2.816 -6.155  0.14
H -2.552 -0.788 -5.227  0.11

***

(2)
DFT (ωB97M-V/def2-TZVPD) results for a structure of composition C54H42F8O8V2 in a non-equilibrium geometry.

Net charge = 0
Kohn-Sham gap = 7.317 eV
ΔE to the lowest compared entry with this formula, charge and spin = 47.7 kcal/mol
Spin multiplicity = 1
Energy = -146172.1265 eV
F_max = 6.43 eV Å⁻¹

Each line ends with the Löwdin charge.
Element x y z (Å)
O -3.918 -0.453 -3.341  -0.30
V -3.367 -1.763 -2.546  1.04
O -4.638 -2.700 -2.241  -0.32
O 4.136 1.353 1.701  -0.28
V 2.628 1.726 1.743  0.94
O 2.315 3.245 1.597  -0.28
C 0.655 -0.433 -1.497  0.03
C -0.641 -0.811 -1.534  -0.29
C -1.621 -0.480 -0.422  -0.37
O -2.840 -0.788 -0.477  -0.03
C -1.282 0.169 0.684  0.04
C 0.160 0.427 0.877  -0.23
C 1.155 0.311 -0.363  -0.27
O 2.275 0.743 -0.216  0.03
O 0.679 0.952 1.849  -0.04
O -1.025 -1.415 -2.632  -0.10
H 1.432 -0.663 -2.212  0.10
H -1.952 0.425 1.492  0.10
F 2.140 -0.233 -8.425  0.06
C 1.992 0.154 -7.154  -0.31
C 0.710 0.115 -6.633  0.02
C 0.574 0.535 -5.284  -0.07
C 1.645 0.986 -4.600  -0.13
C 2.909 0.951 -5.140  -0.07
C 3.100 0.514 -6.453  -0.01
H -0.171 -0.102 -7.219  0.11
H -0.410 0.648 -4.853  0.11
H 1.564 1.298 -3.569  0.09
H 3.731 1.213 -4.491  0.09
H 4.105 0.254 -6.752  0.12
F 2.195 -6.168 -2.000  0.07
C 2.585 -5.246 -2.882  -0.29
C 2.174 -3.948 -2.663  -0.02
C 2.504 -2.998 -3.582  -0.09
C 3.381 -3.293 -4.616  -0.10
C 3.827 -4.572 -4.821  -0.08
C 3.433 -5.586 -3.932  0.00
H 1.487 -3.716 -1.862  0.12
H 1.972 -2.063 -3.686  0.09
H 3.602 -2.568 -5.385  0.10
H 4.443 -4.783 -5.682  0.11
H 3.810 -6.597 -3.901  0.11
F -2.928 -1.783 7.979  0.06
C -2.975 -1.517 6.663  -0.27
C -4.092 -1.971 5.913  0.00
C -4.045 -1.780 4.536  -0.09
C -2.923 -1.150 3.933  -0.08
C -1.833 -0.702 4.724  -0.06
C -1.883 -0.875 6.109  -0.02
H -4.871 -2.558 6.378  0.11
H -4.842 -2.137 3.902  0.10
H -2.909 -1.095 2.854  0.08
H -1.052 -0.170 4.200  0.09
H -1.163 -0.547 6.844  0.10
F 1.283 4.791 4.787  0.06
C 0.119 4.167 4.533  -0.28
C -0.611 3.637 5.573  -0.02
C -1.874 3.055 5.311  -0.08
C -2.296 2.915 4.027  -0.10
C -1.500 3.339 2.936  -0.07
C -0.376 4.098 3.209  -0.02
H -0.208 3.678 6.575  0.11
H -2.461 2.642 6.118  0.11
H -3.281 2.499 3.870  0.09
H -1.740 3.258 1.886  0.10
H 0.211 4.577 2.440  0.11
F -9.071 2.190 2.718  0.04
C -7.721 2.108 2.531  -0.23
C -6.966 0.928 2.763  -0.02
C -5.650 0.831 2.430  -0.07
C -5.004 1.938 1.824  -0.10
C -5.717 3.029 1.477  -0.10
C -7.055 3.154 1.854  -0.01
H -7.439 0.085 3.245  0.11
H -5.115 -0.086 2.630  0.08
H -3.941 1.863 1.647  0.08
H -5.208 3.850 0.995  0.11
H -7.613 3.999 1.479  0.11
F 7.725 2.365 0.251  0.07
C 6.568 2.480 -0.420  -0.29
C 6.202 1.414 -1.237  -0.03
C 5.014 1.330 -1.909  -0.08
C 4.181 2.473 -1.852  -0.09
C 4.554 3.595 -1.070  -0.07
C 5.767 3.605 -0.385  -0.02
H 6.812 0.527 -1.140  0.12
H 4.647 0.436 -2.391  0.10
H 3.208 2.341 -2.302  0.08
H 3.857 4.420 -1.096  0.10
H 6.158 4.411 0.220  0.12
F 2.474 1.380 3.824  -0.01
C 2.163 0.905 5.061  -0.20
C 2.287 1.721 6.222  0.00
C 2.008 1.179 7.477  -0.04
C 1.477 -0.161 7.501  -0.08
C 1.429 -0.974 6.381  -0.10
C 1.771 -0.425 5.154  -0.01
H 2.655 2.735 6.160  0.12
H 2.133 1.814 8.341  0.11
H 1.314 -0.622 8.464  0.10
H 1.076 -1.991 6.464  0.12
H 1.759 -1.100 4.311  0.12
F -2.973 -2.561 -4.754  0.02
C -2.007 -2.809 -5.679  -0.25
C -2.217 -2.537 -6.990  -0.05
C -1.421 -2.942 -8.029  -0.06
C -0.246 -3.685 -7.668  -0.05
C -0.013 -3.901 -6.326  -0.08
C -0.838 -3.437 -5.315  -0.01
H -3.043 -1.942 -7.351  0.12
H -1.721 -2.729 -9.045  0.11
H 0.325 -4.139 -8.465  0.10
H 0.833 -4.415 -5.893  0.10
H -0.617 -3.663 -4.282  0.11

***

Calculated E_HOMO in order - -0.55999 -0.33021 hartree